a | ORCA calculation (ωB97M-V/def2-TZVPD) on 2 unconnected molecules or ions with the total composition C3H8O3.

SMILES string: CCC(=O)O.O
Molecular weight: 92.09 g mol⁻¹
E_LUMO: 0.601 eV

Geometry as ORCA input:
```
! wB97M-V def2-TZVPD RIJCOSX def2/J DEFGRID3
* xyz 0 1
H 0.92 2.23 0.85
H 1.21 2.09 -0.72
C 1.57 1.63 0.20
C 1.16 0.13 0.16
H 2.63 1.70 0.36
H -0.10 -0.15 -2.70
H 1.92 -0.64 0.06
H -3.90 -1.89 1.55
C 0.00 -0.15 -0.81
O -3.04 -2.33 1.62
O 0.28 0.39 -2.02
H -2.56 -2.07 0.84
H 0.90 -0.18 1.19
O -1.02 -0.74 -0.58
*
```

Atomic partial charges in e from the Löwdin method, atoms 1 to 8: number 1, H, carries 0.08; number 2, H, carries 0.06; number 3, C, carries -0.08; number 4, C, carries -0.14; number 5, H, carries 0.07; number 6, H, carries 0.12; number 7, H, carries 0.11; number 8, H, carries 0.04



b | ORCA calculation (ωB97M-V/def2-TZVPD) on 2 unconnected molecules or ions with the total composition C3H8O3.

SMILES string: COC(C)=O.O
Molecular weight: 92.09 g mol⁻¹
E_LUMO: 0.575 eV

Geometry as ORCA input:
```
! wB97M-V def2-TZVPD RIJCOSX def2/J DEFGRID3
* xyz 0 1
O -1.00 -1.88 -1.65
H 0.51 -0.95 0.22
C -1.01 -0.47 -3.53
H 2.96 -1.76 -1.65
C 0.00 0.00 0.00
C -0.77 -0.75 -2.05
H -1.57 -1.32 -3.96
H -1.55 0.46 -3.75
O 3.10 -2.32 -0.86
H -1.01 -0.03 0.45
O -0.13 0.19 -1.38
H 3.02 -1.71 -0.10
H -0.02 -0.43 -4.01
H 0.57 0.82 0.46
*
```

Atomic partial charges in e from the Löwdin method, atoms 1 to 8: number 1, O, carries 0.08; number 2, H, carries 0.09; number 3, C, carries 0.01; number 4, H, carries 0.05; number 5, C, carries -0.07; number 6, C, carries -0.55; number 7, H, carries 0.09; number 8, H, carries 0.09



What should be chosen as the most stable of them? Choose a.



a | ORCA calculation (ωB97M-V/def2-TZVPD) on a molecular structure, CHI4P.

Molecular weight: 551.61 g mol⁻¹
E_LUMO (alpha / beta): -1.934 / -3.470 eV

Geometry as ORCA input:
```
! wB97M-V def2-TZVPD RIJCOSX def2/J DEFGRID3
* xyz 0 1
I -1.39 -0.82 1.83
C -0.68 0.05 -0.05
I -2.24 1.09 -1.12
I 1.91 -1.96 -0.10
H 0.08 0.79 0.24
I 2.37 2.04 0.43
P -0.05 -1.19 -1.24
*
```

How positive or negative is each atom? The Löwdin charges in e answer that: number 1, I, carries 0.61; number 2, C, carries -1.73; number 3, I, carries 0.65; number 4, I, carries 0.29; number 5, H, carries -0.23; number 6, I, carries 0.18; number 7, P, carries 0.22



b | ORCA calculation (ωB97M-V/def2-TZVPD) on a molecular structure, CHI4P.

Molecular weight: 551.61 g mol⁻¹
E_LUMO (alpha / beta): -1.792 / -1.545 eV

Geometry as ORCA input:
```
! wB97M-V def2-TZVPD RIJCOSX def2/J DEFGRID3
* xyz 0 1
I -0.17 2.06 1.40
I -0.97 -2.14 -1.50
I -0.98 1.66 -2.56
C 0.27 0.03 1.17
P 0.41 -0.35 -2.31
I 1.93 -0.66 2.30
H -0.48 -0.61 1.50
*
```

How positive or negative is each atom? The Löwdin charges in e answer that: number 1, I, carries 0.66; number 2, I, carries 0.22; number 3, I, carries 0.15; number 4, C, carries -1.27; number 5, P, carries -0.25; number 6, I, carries 0.64; number 7, H, carries -0.14



c | ORCA calculation (ωB97M-V/def2-TZVPD) on a molecular structure, CHI4P.

Molecular weight: 551.61 g mol⁻¹
E_LUMO (alpha / beta): -4.139 / -4.148 eV

Geometry as ORCA input:
```
! wB97M-V def2-TZVPD RIJCOSX def2/J DEFGRID3
* xyz 0 1
I 0.63 1.34 1.56
I 2.22 0.04 -1.27
C 0.32 0.35 -0.33
H -0.23 -0.48 -0.05
P -0.63 1.12 -1.76
I -1.68 -2.21 0.89
I -1.89 3.18 -1.26
*
```

How positive or negative is each atom? The Löwdin charges in e answer that: number 1, I, carries 0.66; number 2, I, carries 0.75; number 3, C, carries -1.68; number 4, H, carries -0.35; number 5, P, carries 0.44; number 6, I, carries -0.19; number 7, I, carries 0.38



What should be chosen as the most stable of them? Choose a.



a | ORCA calculation (ωB97M-V/def2-TZVPD) on a single CH2S2 molecule.

SMILES string: S=CS
Molecular weight: 78.16 g mol⁻¹
E_LUMO: -0.516 eV

Geometry as ORCA input:
```
! wB97M-V def2-TZVPD RIJCOSX def2/J DEFGRID3
* xyz 0 1
C 0.46 0.01 -0.17
H -1.69 0.36 0.41
S -1.14 -0.82 -0.08
H 0.44 1.20 -0.12
S 1.93 -0.75 -0.04
*
```

How positive or negative is each atom? The Löwdin charges in e answer that: number 1, C, carries -1.13; number 2, H, carries -0.10; number 3, S, carries 0.64; number 4, H, carries 0.05; number 5, S, carries 0.54



b | ORCA calculation (ωB97M-V/def2-TZVPD) on 2 unconnected molecules or ions with the total composition CH2S2.

Molecular weight: 78.16 g mol⁻¹
E_LUMO: -0.268 eV

Geometry as ORCA input:
```
! wB97M-V def2-TZVPD RIJCOSX def2/J DEFGRID3
* xyz 0 1
S -1.11 0.50 -0.35
H 1.09 1.28 0.62
C -0.72 -0.98 -0.11
H 1.23 1.72 0.10
S -0.50 -2.52 -0.25
*
```

How positive or negative is each atom? The Löwdin charges in e answer that: number 1, S, carries 0.71; number 2, H, carries -0.01; number 3, C, carries -1.39; number 4, H, carries 0.01; number 5, S, carries 0.69



What should be chosen as the most stable of them? Choose a.